{"formula": "C17H29Br15O6S3", "method": "the ωB97M-V functional and the def2-TZVPD basis", "homo_lumo_gap_ha": 0.346, "lumo_ev": -0.23, "e_above_lowest_kcal_mol": 0.00, "species": ["C", "Br", "Br", "Br", "H", "C", "Br", "Br", "Br", "H", "C", "Br", "Br", "Br", "H", "C", "Br", "Br", "Br", "H", "C", "Br", "Br", "Br", "H", "C", "C", "C", "S", "O", "O", "C", "H", "H", "H", "H", "H", "H", "H", "H", "C", "C", "C", "S", "O", "O", "C", "H", "H", "H", "H", "H", "H", "H", "H", "C", "C", "C", "S", "O", "O", "C", "H", "H", "H", "H", "H", "H", "H", "H"], "xyz": [[6.241, -0.249, -3.964], [5.556, -1.869, -4.706], [8.121, -0.054, -4.371], [5.934, -0.167, -2.071], [5.756, 0.607, -4.408], [-1.332, 3.020, -1.988], [0.051, 4.143, -1.336], [-2.337, 2.204, -0.568], [-0.651, 1.707, -3.227], [-2.026, 3.614, -2.563], [-0.274, -5.193, 0.152], [-0.584, -6.934, 0.897], [-1.064, -5.030, -1.597], [1.588, -4.773, 0.097], [-0.760, -4.468, 0.789], [2.687, 0.235, 4.486], [4.090, 1.467, 4.904], [1.122, 0.574, 5.537], [3.277, -1.585, 4.687], [2.415, 0.356, 3.446], [5.822, -4.492, -1.589], [5.085, -3.483, -0.117], [4.393, -5.054, -2.766], [6.776, -6.024, -0.947], [6.472, -3.835, -2.149], [-1.817, 3.945, 4.592], [-1.542, 5.430, 4.866], [-1.482, 6.180, 3.537], [-1.089, 4.948, 2.284], [0.183, 5.194, 1.681], [-2.284, 4.752, 1.498], [-0.955, 3.560, 3.391], [-2.860, 3.705, 4.365], [-1.577, 3.304, 5.442], [-0.543, 5.451, 5.310], [-2.238, 5.895, 5.560], [-0.711, 6.947, 3.514], [-2.424, 6.631, 3.231], [0.097, 3.426, 3.651], [-1.230, 2.660, 2.844], [-4.972, -3.221, -2.251], [-5.635, -1.879, -1.849], [-4.508, -0.908, -1.594], [-3.245, -1.290, -2.813], [-1.998, -1.459, -2.125], [-3.318, -0.406, -3.947], [-3.931, -2.881, -3.298], [-5.759, -3.832, -2.696], [-4.593, -3.763, -1.386], [-6.267, -2.045, -0.978], [-6.260, -1.564, -2.687], [-4.006, -1.121, -0.647], [-4.695, 0.163, -1.620], [-3.101, -3.584, -3.355], [-4.362, -2.755, -4.289], [2.407, -1.060, -0.964], [0.931, -1.353, -1.259], [0.074, -0.611, -0.232], [1.179, 0.437, 0.704], [1.684, -0.263, 1.864], [0.618, 1.751, 0.875], [2.435, 0.401, -0.552], [3.049, -1.216, -1.830], [2.744, -1.698, -0.146], [0.739, -2.422, -1.239], [0.663, -0.993, -2.253], [-0.594, -1.152, 0.435], [-0.568, 0.118, -0.731], [3.358, 0.832, -0.170], [2.046, 1.028, -1.361]], "forces_ev_per_a": [[0.45, 0.20, 0.04], [-0.19, -0.10, -0.07], [-0.05, 0.00, 0.04], [0.01, 0.02, 0.09], [-0.18, -0.11, -0.07], [-0.07, -0.09, -0.27], [0.11, 0.20, 0.03], [-0.21, -0.05, -0.04], [0.08, -0.12, -0.02], [-0.03, 0.09, 0.09], [-0.10, 0.00, -0.05], [-0.04, -0.05, 0.06], [-0.05, 0.01, -0.04], [0.27, 0.00, 0.07], [-0.02, 0.00, 0.03], [0.12, -0.13, 0.04], [0.15, 0.17, 0.03], [-0.22, 0.07, 0.10], [0.01, -0.06, 0.00], [0.03, 0.03, 0.16], [-0.55, -0.11, 0.11], [0.14, 0.01, 0.02], [0.09, 0.09, -0.06], [0.21, 0.06, -0.05], [0.10, -0.06, 0.01], [-0.37, -0.71, -0.20], [0.42, -0.32, 0.02], [0.06, 0.27, -0.12], [-0.45, -0.59, 0.51], [0.38, 0.46, -0.38], [0.07, 0.23, -0.24], [0.33, -0.18, 0.23], [-0.05, 0.41, -0.08], [0.16, 0.20, 0.10], [-0.07, 0.23, 0.13], [-0.06, -0.08, 0.03], [0.04, -0.05, 0.00], [-0.08, -0.12, 0.05], [0.01, 0.26, 0.07], [-0.28, 0.09, -0.01], [-0.98, 0.18, -0.24], [0.01, -0.56, -0.14], [0.54, 0.21, 0.46], [-0.62, 0.13, -0.47], [0.54, -0.21, 0.19], [-0.05, 0.08, 0.06], [0.54, -0.28, 0.12], [0.18, -0.22, 0.06], [0.30, 0.13, -0.01], [-0.04, 0.27, 0.02], [-0.04, 0.19, 0.10], [-0.12, -0.04, 0.03], [-0.26, -0.04, -0.21], [-0.03, 0.01, -0.01], [-0.05, 0.09, 0.01], [0.10, 0.11, -0.10], [-0.07, -0.44, 0.02], [-0.46, 0.84, -0.10], [-0.13, 0.01, -0.60], [-0.03, -0.27, 0.07], [0.01, 0.09, 0.32], [-0.14, 0.28, 0.00], [-0.06, -0.19, 0.01], [0.15, 0.07, -0.03], [-0.03, 0.03, -0.06], [0.00, 0.00, 0.04], [0.34, -0.37, 0.06], [0.03, -0.15, -0.03], [0.05, -0.18, 0.08], [0.10, 0.07, 0.02]]}